12
Properties=species:S:1:pos:R:3:lowdin_spin:R:1 method="wB97M-V/def2-TZVPD" fmax_ev_per_a=1.5 total_charge=-1 s2=0.756 multiplicity=2 homo_lumo_gap_ev="4.9 / 6.8" e_tot_ha=-517.209065 e_lumo_ha="0.1637 / 0.1593" homo_energy_ev="-0.454 / -2.514"
C -1.966 -0.868 -0.250 0.09
C -0.876 0.154 -0.013 0.48
S 1.162 0.784 -1.237 0.32
C 2.270 0.626 0.160 0.04
H -2.756 -0.949 0.511 0.03
H -1.515 -1.872 -0.277 0.00
H -2.394 -0.801 -1.259 0.01
H -0.170 -0.169 0.746 0.01
H -1.265 1.157 0.161 0.02
H 3.154 1.251 0.007 0.01
H 1.787 1.081 1.037 0.00
H 2.570 -0.393 0.415 0.00

---

49
Properties=species:S:1:pos:R:3:nbo_charge:R:1 method="wB97M-V/def2-TZVPD" fmax_ev_per_a=0.4 total_charge=+1 multiplicity=1 homo_lumo_gap_ev="7.7 / 7.7" e_tot_ha=-2096.027436 e_lumo_ha="-0.1255 / -0.1255" homo_energy_ev="-11.106 / -11.107"
Ti -0.777 -0.434 0.049 1.26
C -2.955 1.455 2.196 -0.63
C -2.730 0.446 1.109 -0.01
C -2.408 -0.918 1.462 -0.43
C -2.565 -1.919 0.457 -0.17
C -2.566 -1.575 -0.875 -0.25
C -2.467 -0.190 -1.248 -0.39
C -2.759 0.781 -0.225 -0.23
H -3.908 1.256 2.688 0.25
H -2.984 2.471 1.804 0.23
H -2.184 1.392 2.966 0.23
H -2.383 -1.209 2.502 0.26
H -2.552 -2.961 0.744 0.26
H -2.571 -2.344 -1.634 0.26
H -2.521 0.088 -2.288 0.25
H -2.939 1.807 -0.511 0.25
C -0.713 2.764 -2.354 -0.63
C -0.349 2.889 -0.887 -0.21
N 0.300 1.693 -0.286 -0.46
C 0.589 2.020 1.131 -0.22
C 0.860 0.777 1.962 -0.62
C 1.558 1.378 -1.028 -0.23
C 1.325 0.143 -1.872 -0.24
N 0.876 -0.910 -0.950 -0.67
C 1.761 -1.883 -0.525 0.06
C 1.340 -2.653 0.561 0.24
F 0.112 -2.289 1.080 -0.30
C 2.041 -3.676 1.146 0.37
F 1.499 -4.319 2.180 -0.29
C 3.293 -4.005 0.663 -0.35
C 3.765 -3.256 -0.397 0.36
F 4.966 -3.519 -0.907 -0.29
C 3.041 -2.224 -0.978 0.31
F 3.613 -1.587 -2.014 -0.31
H -1.225 3.676 -2.662 0.24
H -1.379 1.922 -2.534 0.21
H 0.160 2.651 -2.994 0.22
H -1.241 3.104 -0.300 0.20
H 0.328 3.741 -0.750 0.20
H -0.286 2.532 1.534 0.21
H 1.428 2.721 1.197 0.21
H -0.027 0.125 2.066 0.20
H 1.087 1.059 2.990 0.26
H 1.693 0.180 1.589 0.24
H 2.349 1.163 -0.307 0.21
H 1.882 2.240 -1.617 0.22
H 2.213 -0.129 -2.432 0.24
H 0.532 0.328 -2.597 0.20
H 3.878 -4.803 1.096 0.27